P) Entry from the OMol25 dataset: an isolated molecule of C3HN3O2 (wB97M-V/def2-TZVPD).

## Properties
orbital gap	0.375	Eh
total charge	0
E_HOMO	-10.57	eV

XYZ file:
```
9
C3HN3O2 wB97M-V/def2-TZVPD
O 0.719 -0.096 1.613
O -1.458 0.289 2.374
N 1.294 -0.199 0.388
N 1.397 -0.426 -2.977
N -0.853 0.111 0.044
C 0.960 -0.265 -1.893
C 0.422 -0.138 -0.581
C -0.720 0.152 1.454
H -1.761 0.571 -0.422
```


Q) Entry from the OMol25 dataset: a cluster of 2 separate species, C3HN3O2 in total (wB97M-V/def2-TZVPD).

## Properties
orbital gap	0.421	Eh
total charge	0
E_HOMO	-11.05	eV

XYZ file:
```
9
C3HN3O2 wB97M-V/def2-TZVPD
O 0.625 0.216 -1.318
O -0.830 2.196 0.302
N -1.607 0.015 0.610
N 2.430 0.066 0.152
N -2.352 -2.235 0.039
C -2.000 -1.171 0.271
C 1.575 0.083 -0.672
C -1.197 1.110 0.356
H 3.356 -0.279 0.260
```


It is Q) that is the most stable of them.


P) Entry from the OMol25 dataset: an isolated molecule of C4H2O (wB97M-V/def2-TZVPD).

## Properties
orbital gap (spin up / spin down)	0.294 / 0.294	Eh
total charge	0
E_HOMO (spin up / spin down)	-9.29 / -9.29	eV

XYZ file:
```
7
C4H2O wB97M-V/def2-TZVPD
O 2.573 0.630 0.656
C 0.138 -0.152 -0.096
C 1.487 0.425 1.007
C -1.252 -0.139 -0.034
C 0.667 -0.438 -1.261
H -1.741 -1.114 -0.243
H -1.872 0.787 -0.028
```


Q) Entry from the OMol25 dataset: an isolated molecule of C4H2O (wB97M-V/def2-TZVPD).

## Properties
orbital gap	0.316	Eh
total charge	0
E_HOMO	-9.24	eV

XYZ file:
```
7
C4H2O wB97M-V/def2-TZVPD
O -0.157 1.169 0.159
C 1.031 0.655 -0.062
C 1.735 -0.508 -0.045
C 2.468 0.697 -0.035
C -1.295 0.720 -0.267
H 1.380 -1.527 0.195
H -2.023 0.994 0.457
```


It is P) that is the most stable of them.


P) Entry from the OMol25 dataset: an isolated molecule of C10H9N (wB97M-V/def2-TZVPD).

## Properties
orbital gap	0.335	Eh
total charge	0
E_HOMO	-8.14	eV

XYZ file:
```
20
C10H9N wB97M-V/def2-TZVPD
N 0.913 1.912 0.098
C -0.027 -0.365 0.033
C 0.419 -0.922 1.308
C -0.250 -2.688 -0.759
C 0.151 -3.179 0.483
C -0.118 1.088 -0.110
C -0.350 -1.265 -0.862
C -1.225 1.781 -0.590
C 0.567 -2.313 1.490
C -0.766 3.170 -0.636
C 0.515 3.273 -0.229
H 0.223 -4.433 0.381
H 1.309 3.934 0.027
H -2.033 1.435 -0.821
H -0.508 -0.812 -2.091
H 1.719 1.746 0.456
H 0.761 -2.643 2.290
H -1.379 3.921 -0.945
H -0.475 -3.317 -1.536
H 0.555 -0.322 2.014
```


Q) Entry from the OMol25 dataset: an isolated molecule of C10H9N (wB97M-V/def2-TZVPD).

## Properties
orbital gap	0.330	Eh
total charge	0
E_HOMO	-8.03	eV

XYZ file:
```
20
C10H9N wB97M-V/def2-TZVPD
N 0.939 0.697 1.663
C 2.331 0.815 2.099
C 2.204 -0.149 0.014
C -0.397 -0.179 -1.627
C -1.538 -0.288 0.460
C 0.885 0.183 0.394
C -2.733 -0.517 -0.238
C -2.771 -0.497 -1.611
C -1.566 -0.369 -2.335
C -0.417 -0.111 -0.234
C 3.049 0.350 1.164
H -1.705 -0.383 1.555
H -3.696 -0.688 -2.017
H 0.229 0.895 2.071
H 0.268 0.245 -2.133
H 4.261 0.257 1.214
H -1.550 -0.362 -3.364
H -3.767 -0.679 0.470
H 2.467 1.193 3.067
H 2.634 -0.788 -1.028
```


R) Entry from the OMol25 dataset: an isolated molecule of C10H9N (wB97M-V/def2-TZVPD).

## Properties
orbital gap	0.315	Eh
total charge	0
E_HOMO	-7.81	eV

XYZ file:
```
20
C10H9N wB97M-V/def2-TZVPD
N -0.848 -1.568 1.170
C 2.723 0.469 -0.505
C -2.939 -1.529 0.601
C 1.270 2.266 -1.110
C 0.149 1.559 -0.662
C -0.847 -0.538 0.243
C 0.315 0.199 -0.251
C 2.466 1.754 -0.972
C -2.221 -0.476 -0.090
C -2.033 -2.141 1.389
C 1.598 -0.285 -0.060
H -4.033 -1.601 0.483
H 0.118 -1.753 1.863
H 3.920 0.088 -0.078
H -0.738 1.815 -0.823
H -2.583 0.096 -0.825
H -2.225 -2.706 2.008
H 3.352 2.406 -1.226
H 1.705 -1.254 0.257
H 0.850 3.198 -1.413
```


It is Q) that is the most stable of them.


P) Entry from the OMol25 dataset: an isolated molecule of C6H10O2 (wB97M-V/def2-TZVPD).

## Properties
orbital gap	0.374	Eh
total charge	0
E_HOMO	-9.41	eV

XYZ file:
```
18
C6H10O2 wB97M-V/def2-TZVPD
O 2.628 -0.551 -1.309
O 0.908 -1.858 -0.813
C -3.430 0.443 0.527
C 0.131 0.436 1.145
C 1.315 0.415 0.225
C -2.174 0.469 0.058
C 1.455 -0.764 -0.617
C -1.117 1.235 0.797
H 0.434 0.749 2.118
H -3.734 1.189 1.273
H 2.245 0.484 0.705
H 1.175 1.300 -0.427
H -1.495 1.746 1.634
H -0.076 -0.624 1.464
H 2.933 -0.835 -2.122
H -1.872 -0.001 -0.928
H -0.751 2.090 0.134
H -4.236 -0.237 0.311
```


Q) Entry from the OMol25 dataset: a structure of composition C6H10O2 (wB97M-V/def2-TZVPD).

## Properties
orbital gap	0.297	Eh
total charge	0
E_HOMO	-8.95	eV

XYZ file:
```
18
C6H10O2 wB97M-V/def2-TZVPD
O 2.237 0.014 -0.656
O -0.952 1.835 0.513
C -0.280 -0.408 -0.322
C 0.726 1.315 0.520
C 0.151 -1.176 1.068
C 0.950 0.541 -0.721
C -1.116 0.747 -0.397
C -1.769 -0.550 -0.678
H -0.899 1.223 -1.389
H 1.055 0.454 1.469
H 1.502 2.450 0.576
H -1.957 -0.528 -1.819
H -0.835 -1.222 1.803
H 0.378 -2.143 0.698
H 0.782 -0.647 1.757
H 0.640 0.867 -1.644
H -2.360 -1.344 -0.254
H 1.748 -1.428 -0.526
```


R) Entry from the OMol25 dataset: an isolated molecule of C6H10O2 (wB97M-V/def2-TZVPD).

## Properties
orbital gap	0.386	Eh
total charge	0
E_HOMO	-9.43	eV

XYZ file:
```
18
C6H10O2 wB97M-V/def2-TZVPD
O 1.143 -1.244 -0.037
O -1.300 1.332 0.077
C -0.064 -0.667 0.407
C 1.436 1.162 0.155
C -2.021 0.076 -0.025
C 0.046 0.730 -0.361
C -1.276 -1.228 -0.112
C 2.150 -0.180 -0.132
H -1.344 -1.614 -1.079
H 2.958 -0.381 0.553
H 0.904 1.478 1.255
H -2.676 0.213 -0.955
H -0.109 -0.378 1.494
H -2.657 0.138 0.919
H 1.902 2.062 -0.336
H -1.521 -2.144 0.609
H -0.453 0.510 -1.367
H 2.635 0.062 -0.998
```


It is P) that is the most stable of them.


P) Entry from the OMol25 dataset: a cluster of 2 separate species, C9H16N3 in total (wB97M-V/def2-TZVPD).

## Properties
orbital gap	0.299	Eh
total charge	+1
E_HOMO	-11.43	eV

XYZ file:
```
28
C9H16N3 wB97M-V/def2-TZVPD
N 2.136 -1.171 0.754
N 3.731 -0.278 2.219
N 2.822 0.970 0.418
C -4.881 -0.639 -1.819
C -1.114 0.011 -1.935
C 2.886 -0.166 1.147
C -1.969 0.541 0.282
C -0.925 0.442 -0.662
C -2.387 -0.326 -2.403
C 4.554 0.890 2.508
C -3.167 -0.035 -0.137
C -3.453 -0.281 -1.502
H 3.536 1.638 0.687
H 3.224 -0.645 3.019
H -5.338 -1.423 -1.207
H -2.838 -0.651 -3.333
H 1.483 -1.160 -0.022
H 4.100 1.809 2.863
H -5.137 -0.850 -2.853
H 5.249 0.663 3.380
H -1.703 0.787 1.303
H 5.281 0.989 1.697
H 1.966 -2.018 1.272
H 0.051 0.328 -0.155
H -0.408 0.121 -2.768
H 2.023 1.527 0.152
H -5.387 0.244 -1.415
H -3.919 -0.304 0.609
```


Q) Entry from the OMol25 dataset: the ion C9H16N3 with charge +1 (wB97M-V/def2-TZVPD).

## Properties
orbital gap (spin up / spin down)	0.284 / 0.284	Eh
total charge	+1
E_HOMO (spin up / spin down)	-12.22 / -12.22	eV

XYZ file:
```
28
C9H16N3 wB97M-V/def2-TZVPD
N 0.556 -1.325 -0.963
N -2.266 -0.470 1.103
N -1.605 2.030 1.049
C -0.843 1.181 0.138
C -1.405 -0.172 0.261
C 1.335 -2.134 -0.126
C 1.733 0.865 -0.750
C 2.791 1.637 -1.035
C 1.178 -0.209 -1.670
C 0.772 1.150 0.371
C -3.156 -0.906 1.854
C -0.796 -1.285 -0.717
H -1.298 1.663 1.930
H 0.989 2.086 0.935
H 3.080 2.422 -0.343
H -1.396 -0.994 -1.517
H 0.310 0.240 -2.292
H -1.322 -2.222 -0.386
H -4.146 -0.560 1.574
H 3.600 1.333 -1.721
H 2.086 -1.635 0.654
H 0.637 -2.570 0.588
H 2.032 -2.861 -0.715
H 2.030 -0.631 -2.381
H -1.452 3.105 1.046
H -3.069 -1.563 2.768
H -1.137 1.540 -0.863
H 0.761 0.287 1.207
```


R) Entry from the OMol25 dataset: a structure of composition C9H16N3 (wB97M-V/def2-TZVPD).

## Properties
orbital gap (spin up / spin down)	0.265 / 0.284	Eh
total charge	+1
E_HOMO (spin up / spin down)	-11.59 / -12.22	eV

XYZ file:
```
28
C9H16N3 wB97M-V/def2-TZVPD
N -3.744 -1.148 0.275
N -1.399 -1.397 0.019
N -3.197 2.066 0.160
C 0.221 0.252 -0.612
C -2.618 -1.872 0.284
C -0.891 -0.183 0.168
C -3.900 0.153 -0.291
C -2.826 1.117 -0.799
C 2.609 0.856 0.312
C 1.627 -0.263 -0.386
C -4.135 1.297 0.673
C 4.125 0.468 0.225
H -0.836 -2.148 -0.224
H 0.020 -0.132 -1.590
H -2.572 1.441 -1.829
H 4.393 -0.456 0.808
H -2.886 -2.948 0.503
H 2.421 1.714 -0.228
H 0.329 1.385 -0.688
H -4.625 0.012 -1.094
H 4.446 0.300 -0.749
H 2.149 -0.643 -1.300
H -4.548 1.373 1.682
H 2.146 1.056 1.327
H 1.661 -1.052 0.295
H -1.524 0.546 0.707
H 4.742 1.322 0.669
H -4.604 -1.664 0.545
```


S) Entry from the OMol25 dataset: the ion C9H16N3 with charge +1 (wB97M-V/def2-TZVPD).

## Properties
orbital gap	0.310	Eh
total charge	+1
E_HOMO	-12.22	eV

XYZ file:
```
28
C9H16N3 wB97M-V/def2-TZVPD
N 0.625 -0.410 2.279
N -1.005 0.380 -3.078
N -2.746 -0.114 0.385
C -0.514 -0.653 3.202
C -0.353 0.089 -2.023
C 0.386 -0.104 1.062
C -0.774 1.415 -4.001
C 0.852 0.598 -1.405
C -1.811 -0.522 -0.238
C -1.079 -1.035 -1.327
C 1.377 -0.051 0.015
C 1.903 -0.496 2.995
H 0.565 1.650 -1.025
H -1.824 -1.350 -2.234
H 1.924 0.197 3.810
H -1.583 2.124 -3.614
H 2.335 0.673 0.209
H 1.760 0.725 -2.102
H -0.468 -1.762 -0.859
H -1.113 -1.439 2.905
H -0.193 -0.750 4.164
H -1.160 1.084 -4.921
H -2.762 0.408 1.243
H -1.117 0.393 3.213
H 2.693 -0.430 2.313
H 2.065 -1.524 3.319
H 1.807 -1.056 -0.213
H 0.208 1.961 -4.072
```


It is P) that is the most stable of them.


P) Entry from the OMol25 dataset: a cluster of 2 separate species, C3H2N2O3 in total (wB97M-V/def2-TZVPD).

## Properties
orbital gap	0.369	Eh
total charge	0
E_HOMO	-10.56	eV

XYZ file:
```
10
C3H2N2O3 wB97M-V/def2-TZVPD
O 0.559 -0.220 -0.104
O -2.974 -0.159 -0.194
O 1.543 1.712 0.099
N -1.764 -0.697 0.115
N 3.717 -1.161 -0.038
C 1.567 0.493 -0.118
C 2.780 -0.498 -0.036
C -0.786 0.173 -0.022
H -1.139 1.273 -0.439
H -3.502 -0.916 0.736
```


Q) Entry from the OMol25 dataset: an isolated molecule of C3H2N2O3 (wB97M-V/def2-TZVPD).

## Properties
orbital gap	0.346	Eh
total charge	0
E_HOMO	-10.35	eV

XYZ file:
```
10
C3H2N2O3 wB97M-V/def2-TZVPD
O 2.857 0.381 0.619
O -0.216 0.116 -1.024
O -2.554 -0.274 -1.078
N 0.002 -0.120 1.330
N 0.564 0.403 0.154
C 1.918 0.371 -0.181
C -1.204 -0.631 0.914
C -1.527 -0.258 -0.529
H 2.026 0.577 -1.306
H -1.811 -1.232 1.558
```


It is Q) that is the most stable of them.


P) Entry from the OMol25 dataset: an isolated molecule of C3H2N2O3 (wB97M-V/def2-TZVPD).

## Properties
orbital gap	0.304	Eh
total charge	0
E_HOMO	-9.77	eV

XYZ file:
```
10
C3H2N2O3 wB97M-V/def2-TZVPD
O 1.526 -0.999 0.058
O 4.210 -1.104 -0.088
O 4.301 1.057 0.069
N 3.710 0.004 0.000
N 1.336 1.363 -0.054
C 0.180 0.767 -0.035
C 2.316 0.030 0.027
C 0.261 -0.630 0.030
H -0.498 -1.386 0.080
H -0.728 1.339 -0.080
```


Q) Entry from the OMol25 dataset: an isolated molecule of C3H2N2O3 (wB97M-V/def2-TZVPD).

## Properties
orbital gap	0.346	Eh
total charge	0
E_HOMO	-10.15	eV

XYZ file:
```
10
C3H2N2O3 wB97M-V/def2-TZVPD
O -0.261 2.094 1.297
O -0.597 0.858 -1.591
O -0.660 -0.870 2.109
N 0.022 -1.146 -0.023
N 0.530 1.057 -0.641
C 0.411 -0.270 -1.076
C -0.247 -0.382 1.101
C 0.034 1.135 0.672
H 1.134 -0.398 -1.923
H -0.366 -2.078 0.075
```


It is Q) that is the most stable of them.


P) Entry from the OMol25 dataset: a structure of composition C6H8CuO6 (wB97M-V/def2-TZVPD).

## Properties
orbital gap	0.257	Eh
total charge	-1
E_HOMO	-4.42	eV

XYZ file:
```
21
C6H8CuO6 wB97M-V/def2-TZVPD
Cu 0.146 2.149 -0.430
O 1.233 -1.637 0.366
O -1.081 1.005 -1.677
O 1.207 -0.482 2.321
O -1.321 -0.928 0.220
O 1.656 0.630 0.273
O -1.011 1.027 1.326
C 0.899 -0.447 1.093
C 2.379 0.002 -0.765
C 1.665 -1.331 -0.941
C -2.495 -0.491 -0.491
C -0.565 0.016 0.781
C -2.012 0.024 -1.848
H -3.001 0.300 0.079
H 0.806 -1.242 -1.625
H 3.430 -0.143 -0.468
H -3.132 -1.380 -0.596
H 2.324 -2.133 -1.297
H -1.573 -0.856 -2.382
H 2.348 0.619 -1.676
H -2.932 0.354 -2.387
```


Q) Entry from the OMol25 dataset: a structure of composition C6H8CuO6 (wB97M-V/def2-TZVPD).

## Properties
orbital gap	0.208	Eh
total charge	-1
E_HOMO	-3.47	eV

XYZ file:
```
21
C6H8CuO6 wB97M-V/def2-TZVPD
Cu 0.471 2.547 0.031
O 1.729 0.854 0.708
O 0.860 -1.259 0.369
O -1.708 -0.364 1.234
O 0.949 -0.459 2.504
O -0.794 1.716 1.652
O -0.825 0.873 -0.530
C 1.628 -0.916 -0.756
C 0.713 -0.137 1.292
C 2.534 0.189 -0.237
C -0.660 0.595 1.029
C -2.614 -0.375 0.148
C -1.737 -0.048 -1.055
H 0.992 -0.549 -1.579
H -3.391 0.397 0.287
H -1.217 -0.956 -1.411
H -3.076 -1.369 0.080
H 3.436 -0.232 0.240
H -2.316 0.403 -1.875
H 2.180 -1.800 -1.106
H 2.847 0.890 -1.025
```


It is P) that is the most stable of them.


P) Entry from the OMol25 dataset: an isolated molecule of C7H10N2O2 (wB97M-V/def2-TZVPD).

## Properties
orbital gap	0.333	Eh
total charge	0
E_HOMO	-8.81	eV

XYZ file:
```
21
C7H10N2O2 wB97M-V/def2-TZVPD
O -2.914 -1.410 0.505
O -2.976 0.510 -0.491
N -2.411 -0.501 -0.083
N -0.393 -1.728 -0.290
C -0.510 0.451 -1.228
C -0.342 1.768 -1.212
C -0.952 -0.391 -0.033
C -0.378 0.251 1.205
C -0.696 1.717 1.160
C -0.694 2.417 0.021
C 0.991 -1.871 -0.570
H 0.660 0.377 0.992
H -0.714 3.558 0.128
H 1.179 -2.990 -0.689
H -0.775 -0.180 2.176
H -0.909 -2.463 0.206
H -0.438 -0.232 -2.082
H 1.763 -1.529 0.305
H 0.022 2.331 -2.063
H -0.689 2.217 2.153
H 1.225 -1.166 -1.391
```


Q) Entry from the OMol25 dataset: a cluster of 2 separate species, C7H10N2O2 in total (wB97M-V/def2-TZVPD).

## Properties
orbital gap	0.366	Eh
total charge	0
E_HOMO	-9.39	eV

XYZ file:
```
21
C7H10N2O2 wB97M-V/def2-TZVPD
O -1.966 2.074 0.011
O 2.451 2.566 -0.381
N 2.724 0.496 0.519
N 2.983 -1.450 -0.722
C -3.076 -1.141 -0.779
C 0.172 -0.998 0.622
C -2.788 1.012 0.446
C 2.608 1.377 -0.538
C 2.913 -0.875 0.392
C -2.309 -0.337 -0.044
C -0.965 -0.699 0.306
H -3.842 1.146 0.132
H 2.707 0.881 -1.505
H -2.720 -2.105 -1.125
H 2.972 -1.370 1.398
H -2.758 1.041 1.534
H -1.934 2.033 -0.956
H 3.117 -2.453 -0.598
H -4.090 -0.848 -1.049
H 2.661 0.919 1.437
H 1.138 -1.269 0.899
```


It is Q) that is the most stable of them.


P) Entry from the OMol25 dataset: a structure of composition C6H9Br (wB97M-V/def2-TZVPD).

## Properties
orbital gap	0.318	Eh
total charge	0
E_HOMO	-7.76	eV

XYZ file:
```
16
C6H9Br wB97M-V/def2-TZVPD
Br -3.180 0.042 0.087
C 0.466 -1.328 0.612
C -0.057 -0.147 0.501
C 0.445 2.298 0.078
C -1.532 0.773 -0.403
C -0.497 1.220 0.557
C 0.086 -2.622 -0.094
H 1.331 2.356 0.580
H -0.018 3.385 0.234
H -0.828 1.383 1.491
H -1.001 0.665 -1.406
H -0.820 -2.376 -0.847
H 0.689 2.044 -0.937
H -0.197 -3.498 0.525
H 0.993 -2.824 -0.785
H 1.234 -1.358 1.355
```


Q) Entry from the OMol25 dataset: a cluster of 2 separate species, C6H9Br in total (wB97M-V/def2-TZVPD).

## Properties
orbital gap	0.362	Eh
total charge	0
E_HOMO	-9.13	eV

XYZ file:
```
16
C6H9Br wB97M-V/def2-TZVPD
Br 0.613 0.644 3.134
C 1.145 0.457 1.284
C -1.734 -0.872 -0.946
C 1.620 -0.906 0.871
C 1.063 2.504 -0.300
C -1.934 -0.469 0.292
C 1.082 1.487 0.502
H 1.046 -1.254 0.014
H -1.233 -1.801 -1.170
H -2.437 0.457 0.511
H 1.919 3.153 -0.407
H 2.671 -0.866 0.584
H -2.064 -0.301 -1.798
H -1.602 -1.043 1.138
H 0.193 2.746 -0.891
H 1.508 -1.618 1.684
```


It is Q) that is the most stable of them.